[1]
Entry from the OMol25 dataset: C61H76BClF8IN6O6P2S as an isolated structure (ωB97M-V/def2-TZVPD).

Results
Charge = +1
Orbital gap = 0.195 hartree
Energy = -158160.172 eV

CARTESIAN COORDINATES (ANGSTROEM)
C1 1.371 0.395 0.391
C2 2.519 -0.546 0.374
O1 3.610 -0.173 0.613
N1 2.364 -1.981 0.233
C3 3.437 -2.575 1.104
C4 3.323 -2.206 2.558
O2 4.291 -3.275 0.675
C5 1.930 -2.586 -1.052
C6 3.151 -3.018 -1.884
C7 4.145 -1.874 -2.150
C8 5.129 -2.245 -3.262
N2 6.276 -2.957 -2.682
C9 1.083 -1.578 -1.880
C10 1.166 -1.679 -3.424
C11 0.189 -0.771 -4.143
F1 0.995 -2.997 -3.887
N3 -0.270 -1.418 -1.412
C12 -1.122 -2.338 -0.668
C13 -2.559 -2.033 -1.280
C14 -3.854 -2.705 -0.818
C15 -5.041 -1.725 -0.868
Cl1 -5.717 -1.421 0.759
C16 -1.312 -1.782 0.819
P1 -0.661 -1.968 2.503
O3 0.788 -1.825 2.698
O4 -1.270 -3.293 3.189
O5 -1.507 -0.799 3.190
C17 -0.590 -3.788 -0.961
P2 -1.199 -4.335 -2.724
N4 -0.591 -5.514 -3.538
B1 -1.373 -4.932 -0.054
O6 -2.182 -4.438 0.919
N5 -1.404 -6.320 -0.521
C18 -0.742 -7.346 0.299
C19 -2.821 -6.713 -0.723
N6 0.965 -3.914 -0.767
S1 1.634 -5.487 -1.413
I1 1.225 -4.584 1.260
H1 0.896 0.343 1.377
H2 1.771 1.405 0.271
H3 0.608 0.231 -0.357
H4 4.251 -2.518 3.039
H5 2.470 -2.688 3.035
H6 3.178 -1.138 2.696
H7 3.696 -3.787 -1.351
H8 2.852 -3.475 -2.820
H9 4.736 -1.688 -1.249
H10 3.660 -0.920 -2.383
H11 5.496 -1.331 -3.739
H12 4.622 -2.857 -4.022
H13 6.663 -3.643 -3.319
H14 5.991 -3.462 -1.849
H15 1.598 -0.618 -1.740
H16 2.168 -1.372 -3.736
H17 0.519 -0.660 -5.178
H18 -0.830 -1.161 -4.138
H19 0.189 0.229 -3.699
H20 -0.579 -0.461 -1.353
H21 -2.483 -1.952 -2.364
H22 -2.679 -0.983 -0.973
H23 -3.753 -3.043 0.212
H24 -4.117 -3.585 -1.410
H25 -4.744 -0.757 -1.266
H26 -5.857 -2.098 -1.487
H27 -2.385 -1.828 1.035
H28 -1.132 -0.703 0.714
H29 -0.547 -3.765 3.634
H30 -2.395 -1.047 3.489
H31 -1.285 -3.134 -3.416
H32 -2.508 -4.544 -2.295
H33 -0.239 -5.185 -4.432
H34 -2.297 -4.984 1.710
H35 0.297 -7.496 -0.008
H36 -0.743 -7.110 1.374
H37 -1.258 -8.299 0.160
H38 -3.248 -7.202 0.163
H39 -3.456 -5.852 -0.944
H40 -2.871 -7.406 -1.568
H41 1.632 -5.230 -2.727
F2 -5.030 0.979 -2.560
C20 -5.969 1.953 -2.391
C21 -6.870 2.178 -3.409
C22 -7.823 3.171 -3.225
C23 -7.855 3.909 -2.049
C24 -6.929 3.653 -1.046
C25 -5.971 2.663 -1.209
H42 -6.820 1.593 -4.317
H43 -8.544 3.368 -4.008
H44 -8.595 4.684 -1.913
H45 -6.951 4.229 -0.130
H46 -5.243 2.441 -0.441
F3 0.449 4.486 5.790
C26 1.177 3.762 4.911
C27 1.278 2.399 5.107
C28 2.039 1.665 4.208
C29 2.680 2.294 3.148
C30 2.556 3.667 2.979
C31 1.797 4.417 3.867
H47 0.777 1.935 5.946
H48 2.129 0.594 4.341
H49 3.278 1.715 2.455
H50 3.058 4.164 2.158
H51 1.690 5.488 3.762
F4 -10.328 6.190 -1.419
C32 -11.402 5.976 -2.216
C33 -11.609 4.708 -2.720
C34 -12.716 4.497 -3.531
C35 -13.581 5.541 -3.826
C36 -13.341 6.805 -3.305
C37 -12.243 7.034 -2.488
H52 -10.922 3.907 -2.479
H53 -12.901 3.509 -3.932
H54 -14.441 5.370 -4.459
H55 -14.013 7.622 -3.534
H56 -12.038 8.008 -2.066
F5 5.587 6.600 1.919
C38 5.181 7.148 3.087
C39 5.030 8.518 3.161
C40 4.604 9.065 4.363
C41 4.340 8.251 5.457
C42 4.504 6.877 5.349
C43 4.929 6.311 4.154
H57 5.244 9.132 2.298
H58 4.477 10.137 4.443
H59 4.010 8.686 6.390
H60 4.301 6.237 6.199
H61 5.058 5.243 4.044
F6 4.123 2.276 10.740
C44 2.861 2.605 10.399
C45 1.844 2.359 11.300
C46 0.549 2.701 10.938
C47 0.290 3.273 9.699
C48 1.334 3.509 8.814
C49 2.636 3.175 9.162
H62 2.071 1.910 12.257
H63 -0.262 2.520 11.632
H64 -0.722 3.538 9.425
H65 1.136 3.949 7.847
H66 3.468 3.350 8.493
F7 11.702 -5.719 1.118
C50 10.434 -5.358 0.840
C51 9.459 -5.576 1.793
C52 8.158 -5.196 1.498
C53 7.851 -4.617 0.274
C54 8.854 -4.415 -0.666
C55 10.162 -4.783 -0.385
H67 9.724 -6.030 2.738
H68 7.379 -5.350 2.235
H69 6.832 -4.318 0.066
H70 8.621 -3.957 -1.619
H71 10.963 -4.629 -1.095
F8 1.442 0.634 -6.643
C56 0.681 1.011 -7.706
C57 -0.084 0.053 -8.336
C58 -0.862 0.446 -9.417
C59 -0.857 1.767 -9.843
C60 -0.071 2.704 -9.185
C61 0.710 2.331 -8.100
H72 -0.063 -0.973 -7.993
H73 -1.471 -0.287 -9.929
H74 -1.462 2.065 -10.688
H75 -0.062 3.733 -9.518
H76 1.329 3.042 -7.570


[2]
Entry from the OMol25 dataset: C61H79BInN10PS3 as an isolated structure (ωB97M-V/def2-TZVPD).

Results
Charge = +2
Orbital gap = 0.239 hartree
Relative energy (zero: lowest compared OMol25 entry of this formula, charge and spin) = 0.0 kJ/mol
Energy = -127079.311 eV

CARTESIAN COORDINATES (ANGSTROEM)
In1 0.365 -1.582 -0.827
C1 -1.811 3.222 -2.281
C2 -0.820 3.321 -1.164
C3 -0.292 4.513 -0.770
C4 0.640 4.579 0.288
N1 0.945 3.502 0.961
N2 0.379 2.340 0.609
B1 0.656 1.230 1.643
N3 1.543 1.711 2.858
N4 1.361 2.532 3.874
C5 2.352 2.591 4.741
C6 3.524 1.806 4.578
C7 3.692 0.952 3.517
C8 4.882 0.074 3.280
C9 2.606 0.949 2.638
S1 2.167 0.112 1.179
C10 2.143 3.541 5.922
C11 0.905 3.079 6.706
C12 1.898 4.957 5.377
C13 3.357 3.559 6.848
N5 -0.679 0.642 2.176
N6 -1.333 1.726 2.647
C14 -2.462 1.573 3.270
C15 -2.994 0.275 3.462
C16 -2.342 -0.818 2.994
C17 -2.887 -2.200 3.193
C18 -1.112 -0.616 2.286
S2 -0.297 -2.001 1.657
C19 -3.159 2.818 3.790
C20 -4.551 2.907 3.146
C21 -3.296 2.694 5.316
C22 -2.349 4.067 3.450
C23 -0.418 2.159 -0.448
S3 -1.079 0.611 -0.871
C24 1.247 5.886 0.784
C25 0.326 6.412 1.896
C26 2.646 5.634 1.354
C27 1.336 6.923 -0.339
H1 -1.969 4.195 -2.742
H2 -2.768 2.847 -1.911
H3 -1.465 2.516 -3.036
H4 -0.590 5.420 -1.281
H5 4.307 1.879 5.321
H6 5.692 0.305 3.968
H7 5.244 0.191 2.255
H8 4.603 -0.975 3.407
H9 0.039 3.005 6.046
H10 0.680 3.798 7.496
H11 1.074 2.104 7.172
H12 0.997 4.984 4.763
H13 2.741 5.298 4.768
H14 1.775 5.653 6.208
H15 3.546 2.581 7.299
H16 3.168 4.259 7.663
H17 4.262 3.894 6.334
H18 -3.937 0.153 3.982
H19 -3.828 -2.160 3.738
H20 -2.182 -2.817 3.752
H21 -3.051 -2.691 2.234
H22 -5.187 2.062 3.422
H23 -4.478 2.941 2.056
H24 -5.050 3.818 3.481
H25 -3.941 1.861 5.603
H26 -3.739 3.608 5.718
H27 -2.322 2.553 5.789
H28 -2.237 4.186 2.369
H29 -1.347 4.020 3.885
H30 -2.864 4.945 3.842
H31 0.238 5.677 2.699
H32 -0.677 6.627 1.513
H33 0.734 7.336 2.311
H34 2.612 4.947 2.200
H35 3.073 6.581 1.691
H36 3.309 5.211 0.594
H37 0.353 7.232 -0.700
H38 1.919 6.551 -1.184
H39 1.831 7.818 0.040
C28 3.348 -5.754 -0.384
C29 2.493 -4.550 0.004
C30 3.352 -3.394 0.521
P1 1.456 -3.930 -1.383
C31 0.592 -5.371 -2.125
C32 -0.246 -4.930 -3.326
C33 -0.240 -6.114 -1.076
C34 2.535 -3.308 -2.661
C35 3.184 -4.202 -3.533
C36 3.981 -3.783 -4.574
C37 4.708 -4.754 -5.470
C38 4.099 -2.400 -4.749
C39 3.462 -1.500 -3.924
C40 2.665 -1.922 -2.838
N7 2.115 -0.987 -1.945
C41 2.151 0.373 -2.423
C42 3.193 1.225 -2.033
C43 4.409 0.716 -1.297
C44 3.213 2.537 -2.510
C45 2.279 3.004 -3.420
C46 2.363 4.393 -3.999
C47 1.298 2.117 -3.857
C48 1.229 0.812 -3.390
C49 0.252 -0.140 -4.028
H40 3.919 -6.082 0.487
H41 4.062 -5.492 -1.167
H42 2.752 -6.604 -0.721
H43 1.786 -4.841 0.786
H44 4.024 -3.030 -0.261
H45 3.961 -3.736 1.360
H46 2.745 -2.556 0.868
H47 1.379 -6.042 -2.469
H48 -0.997 -4.193 -3.034
H49 -0.774 -5.791 -3.741
H50 0.370 -4.498 -4.114
H51 -1.021 -5.477 -0.662
H52 0.372 -6.485 -0.251
H53 -0.727 -6.975 -1.538
H54 3.057 -5.270 -3.392
H55 4.395 -5.780 -5.280
H56 5.787 -4.699 -5.308
H57 4.527 -4.534 -6.524
H58 4.711 -2.020 -5.561
H59 3.591 -0.440 -4.099
H60 4.228 -0.250 -0.837
H61 4.740 1.430 -0.540
H62 5.232 0.590 -2.007
H63 4.045 3.179 -2.229
H64 3.267 4.906 -3.672
H65 1.503 5.000 -3.709
H66 2.374 4.358 -5.090
H67 0.598 2.439 -4.625
H68 -0.588 0.396 -4.473
H69 -0.143 -0.873 -3.324
H70 0.741 -0.718 -4.816
N8 -6.224 -4.987 -2.065
C50 -7.293 -5.294 -2.883
C51 -8.359 -6.185 -2.745
C52 -9.255 -6.228 -3.790
C53 -9.103 -5.416 -4.935
C54 -8.051 -4.540 -5.059
C55 -7.129 -4.480 -4.007
N9 -5.992 -3.701 -3.872
C56 -5.491 -4.029 -2.715
C57 -4.246 -3.447 -2.199
C58 -3.619 -3.876 -1.033
C59 -2.416 -3.312 -0.656
N10 -1.812 -2.350 -1.361
C60 -2.440 -1.908 -2.472
C61 -3.634 -2.422 -2.918
H71 -6.043 -5.384 -1.161
H72 -8.480 -6.811 -1.869
H73 -10.099 -6.903 -3.734
H74 -9.835 -5.491 -5.728
H75 -7.927 -3.914 -5.934
H76 -4.041 -4.657 -0.413
H77 -1.911 -3.641 0.241
H78 -1.957 -1.108 -3.015
H79 -4.103 -2.054 -3.821